Record 1
A molecular structure, C14H20F3N2O4PZr, computed with ωB97M-V/def2-TZVPD.

## Properties
largest force on an atom: 5.55 eV/A
total charge: +3
multiplicity: 2
DFT total energy: -44706.423 eV
frontier orbital gap (spin up / spin down): 8.73 / 2.65 eV

Last column: Löwdin spin population.
Cartesian coordinates (Å):
C  -1.0553  2.4733  -1.2863  0.01
C  -0.5894  1.2605  -2.0769  0.07
N  -0.5618  0.0457  -1.4301  0.00
C  -0.3547  -1.0904  -2.1714  0.06
C  -0.0288  -0.9939  -3.5227  0.08
C  -0.0952  0.2280  -4.1922  -0.01
C  -0.3981  1.3735  -3.4503  0.07
C  -0.4530  -2.4867  -1.5845  0.01
P  -0.2770  -2.3688  0.2988  0.00
H  -0.6017  2.3480  -3.9124  0.00
H  0.2613  -1.9047  -4.0583  0.00
H  0.0870  0.2944  -5.2711  0.00
C  0.8452  3.0477  0.1278  0.00
C  -1.3909  3.2898  1.0302  0.00
H  0.3982  -3.0654  -1.9227  0.00
H  -2.1568  2.5238  -1.2793  0.01
H  -0.7157  3.3977  -1.7708  0.00
C  1.3527  -3.1712  0.5838  0.00
C  -1.4181  -3.6638  0.8564  0.00
H  1.5397  -3.2297  1.6694  0.00
H  1.3164  -4.1971  0.1804  0.00
H  2.1570  -2.5719  0.1287  0.00
H  -1.6229  -3.5515  1.9273  0.00
H  -2.3672  -3.5834  0.3110  0.00
H  -0.9779  -4.6584  0.7060  0.00
H  -1.3262  4.3690  0.8081  0.00
H  -2.4352  2.9539  0.9373  0.00
H  -1.0661  3.1004  2.0689  0.00
H  0.8013  4.0900  -0.2389  0.00
H  1.2276  3.0243  1.1624  0.00
H  1.4841  2.4476  -0.5356  0.00
C  -0.8445  -0.7752  3.0655  0.00
O  -0.8093  -1.1424  4.1570  0.00
Zr  -0.7203  0.2179  0.8550  0.00
O  -2.6110  0.8646  0.9244  0.00
H  -1.2994  -3.0045  -1.9585  0.01
H  -3.2680  0.3697  0.3979  0.00
N  -0.5309  2.4923  0.1133  0.00
F  4.1105  0.4347  3.4893  0.01
C  2.8026  0.2626  3.2157  0.04
F  2.3872  -0.8684  3.8671  0.02
F  2.1142  1.3195  3.7417  0.03
C  2.4896  0.0762  1.6937  0.05
O  3.3691  -0.2808  0.9440  0.50
O  1.2314  0.3031  1.4011  0.03



Record 2
2 unconnected molecules or ions with the total composition C14H20FN3O, computed with ωB97M-V/def2-TZVPD.

## Properties
SMILES: C#C[C@](F)(C#N)[C@H](C#N)CCCCCN.CC(C)=O
largest force on an atom: 8.22 eV/A
multiplicity: 1
DFT total energy: -24069.837 eV
frontier orbital gap: 9.00 eV

Last column: Mulliken charge in e.
Cartesian coordinates (Å):
C  2.1569  -2.7245  0.2016  -0.23
C  2.3167  -1.6691  -0.5871  -0.51
C  2.0641  -0.3138  -1.4588  1.18
F  2.9688  -0.3080  -2.5939  -0.31
C  2.4342  0.9143  -0.4418  0.04
N  2.5725  1.7599  0.4421  -0.45
C  0.5192  -0.0985  -1.8776  0.02
C  -0.3442  -0.0922  -0.5250  0.00
N  -0.9442  -0.0296  0.5348  -0.49
C  -0.0211  -1.0883  -3.0355  -0.82
C  -0.3834  -2.5899  -2.5515  -0.35
C  -1.9875  -2.9104  -2.5133  -0.73
C  -2.7074  -2.4427  -1.1236  -0.45
C  -3.6315  -1.1249  -1.2899  -0.29
N  -4.9116  -1.3337  -0.5082  -0.66
H  1.7687  -3.6505  0.7862  0.35
H  0.4499  0.9832  -2.3165  0.46
H  -0.9354  -0.6569  -3.5925  0.41
H  0.8498  -1.1933  -3.8072  0.32
H  0.0255  -2.8834  -1.5188  0.08
H  0.0625  -3.3105  -3.3572  0.31
H  -2.0676  -4.0698  -2.5303  0.30
H  -2.5436  -2.4220  -3.4032  0.32
H  -1.9074  -2.3730  -0.3008  0.24
H  -3.4198  -3.3124  -0.8084  0.37
H  -3.1543  -0.1525  -0.9026  0.20
H  -3.8905  -0.9558  -2.4112  0.21
H  -5.5592  -0.5943  -0.8323  0.25
H  -5.3020  -2.2598  -0.7783  0.23
C  2.2729  3.4105  3.2364  -0.99
C  2.2258  4.5803  4.1829  0.78
O  1.5673  5.5753  3.9288  -0.56
C  3.0233  4.4747  5.4560  -1.05
H  1.6525  3.6260  2.3632  0.28
H  3.2994  3.2430  2.9034  0.32
H  1.8836  2.5172  3.7301  0.33
H  4.0833  4.3544  5.2216  0.31
H  2.6674  3.6286  6.0483  0.31
H  2.8954  5.3896  6.0404  0.29



Record 3
A molecular structure, C14H20IMnN9O2S, computed with ωB97M-V/def2-TZVPD.

## Properties
largest force on an atom: 1.03 eV/A
total charge: +1
multiplicity: 5
DFT total energy: -82602.055 eV
frontier orbital gap (spin up / spin down): 6.35 / 7.47 eV

Last column: Löwdin spin population.
Cartesian coordinates (Å):
Mn  -1.8721  0.4669  0.6987  3.76
C  -2.4604  -0.5207  -4.6054  0.00
N  -1.6314  -0.6006  -3.4001  0.01
C  -0.6638  -1.6951  -3.2984  0.00
C  -1.7977  0.1722  -2.3190  0.01
N  -1.2335  -0.0387  -1.1839  0.03
N  -2.6092  1.2971  -2.4899  0.01
C  -3.2456  2.0051  -1.5053  0.01
N  -4.0552  2.9844  -1.9573  0.00
N  -3.0820  1.7542  -0.2454  0.00
H  -2.6217  -1.5261  -4.9854  0.00
H  -1.9843  0.0698  -5.3913  0.00
H  -3.4436  -0.1137  -4.3825  0.00
H  -0.5408  -2.1393  -4.2798  0.00
H  -1.0028  -2.4632  -2.5985  0.00
H  0.3053  -1.3183  -2.9669  0.00
H  -0.7506  -0.9256  -1.0907  0.00
H  -2.7418  1.6151  -3.4324  0.00
H  -4.2536  3.1028  -2.9347  0.00
H  -4.6250  3.5021  -1.3126  0.00
H  -3.6982  2.2923  0.3412  0.00
N  6.1734  -1.5817  0.8759  0.00
C  4.8141  -1.6004  1.0400  0.00
C  4.2314  -1.1156  2.2218  0.00
C  2.8653  -1.1274  2.3915  0.00
C  2.0480  -1.6024  1.3651  0.00
C  2.6107  -2.0920  0.1866  0.00
C  3.9790  -2.0904  0.0266  0.00
S  0.3173  -1.7678  1.5540  0.00
O  0.0198  -2.4346  2.7770  0.00
O  -0.1919  -2.2717  0.2996  0.00
N  -0.3497  -0.2340  1.6073  -0.01
C  -0.2055  0.7940  2.4909  0.01
N  0.6915  0.8902  3.4554  0.00
C  0.6902  2.0310  4.1409  0.01
C  -0.1842  3.0803  3.8861  0.00
C  -1.1055  2.8778  2.8842  0.01
N  -1.1385  1.7390  2.1992  0.03
H  6.7655  -1.3804  1.6596  0.00
H  6.5904  -2.0680  0.1051  0.00
H  4.8734  -0.7445  3.0135  0.00
H  2.4256  -0.7846  3.3176  0.00
H  1.9635  -2.4828  -0.5869  0.00
H  4.4191  -2.4847  -0.8836  0.00
H  1.4254  2.1039  4.9356  0.00
H  -0.1588  4.0016  4.4497  0.00
H  -1.8520  3.6237  2.6379  0.00
I  -3.7096  -1.1995  1.2890  0.11